i | The following is a DFT calculation (wB97M-V/def2-TZVPD) of a molecular structure, C69H65BF2Ge3RuS9.

Last column: Löwdin charge in e.
Geometry (Å):
Ru -0.20031 -1.55710 -2.26460  0.294
C -4.84407 2.75919 -3.29251  -0.046
C -4.51337 2.63330 -1.83055  -0.268
C -3.97299 3.69441 -1.11938  -0.010
C -3.61148 3.56667 0.21580  -0.227
C -3.01701 4.74371 0.94816  -0.044
C -3.79778 2.33532 0.85812  -0.175
C -4.36398 1.25720 0.15937  -0.211
C -4.58093 -0.09548 0.79356  -0.025
C -4.71411 1.42830 -1.17282  -0.024
C -3.39554 2.16324 2.28361  -0.257
C -4.35287 2.25954 3.28761  -0.042
C -4.00259 2.02380 4.60774  -0.082
C -2.69858 1.67494 4.91698  -0.049
C -1.72537 1.57240 3.92061  -0.223
C -2.06534 1.85201 2.59179  -0.174
Ge -0.97902 1.37440 0.86932  0.453
S -1.31566 -0.95713 -0.24834  0.553
S -0.07621 3.12540 -0.41336  0.275
Ge 1.63648 1.62441 -0.50775  0.046
S 1.34102 0.27243 -2.22978  0.143
S 1.18802 0.81614 1.54144  0.277
C 3.46022 2.51743 -0.56019  -0.168
C 3.62859 3.91060 -0.49671  -0.216
C 4.90769 4.46611 -0.54491  -0.049
C 6.03050 3.66842 -0.64265  -0.078
C 5.88015 2.29487 -0.66470  -0.043
C 4.61619 1.71294 -0.62143  -0.227
C 4.55949 0.22436 -0.54488  -0.162
C 4.67378 -0.56132 -1.69634  -0.239
C 4.88198 0.04545 -3.05973  -0.049
C 4.60739 -1.94407 -1.57834  -0.031
C 4.42767 -2.56234 -0.35052  -0.262
C 4.26410 -4.05417 -0.24915  -0.046
C 4.38089 -1.76886 0.78840  -0.007
C 4.45841 -0.38541 0.71453  -0.213
C 4.42652 0.43060 1.98279  -0.058
C 2.51982 4.89428 -0.33006  -0.203
C 2.12294 5.25926 0.96044  -0.234
C 2.71718 4.57247 2.16068  -0.029
C 1.12737 6.21401 1.11305  -0.027
C 0.52813 6.81765 0.01509  -0.284
C -0.57093 7.83210 0.20326  -0.060
C 0.95334 6.45996 -1.25585  -0.029
C 1.93823 5.49865 -1.44667  -0.252
C 2.31540 5.04976 -2.83216  -0.025
C -0.36196 1.14855 4.35205  -0.183
C 0.59045 2.10840 4.69949  -0.228
C 0.28918 3.56911 4.50130  -0.032
C 1.83257 1.69538 5.16563  -0.020
C 2.14643 0.34954 5.28742  -0.279
C 3.50102 -0.09867 5.77131  -0.055
C 1.19235 -0.59168 4.92337  -0.022
C -0.05638 -0.21409 4.44911  -0.240
C -1.03611 -1.25377 3.97676  -0.024
H -4.84787 3.80317 -3.60726  0.068
H -5.81848 2.32065 -3.51440  0.074
H -4.09692 2.22515 -3.88424  0.085
H -3.80614 4.64268 -1.62131  0.114
H -3.38614 5.68177 0.52976  0.073
H -1.92814 4.73357 0.84550  0.035
H -3.25138 4.71103 2.01181  0.076
H -4.15475 -0.14774 1.79296  0.075
H -4.11955 -0.87837 0.18723  0.054
H -5.64930 -0.31720 0.86073  0.087
H -5.11449 0.58069 -1.72054  0.128
H -5.37469 2.50916 3.02276  0.117
H -4.74912 2.09403 5.39064  0.093
H -2.41826 1.46047 5.94326  0.116
H 5.00356 5.54568 -0.50021  0.119
H 7.01749 4.11514 -0.68112  0.095
H 6.74946 1.64844 -0.70928  0.120
H 4.66828 1.11179 -3.05953  0.070
H 4.22168 -0.43355 -3.78211  0.072
H 5.91622 -0.10103 -3.38793  0.080
H 4.65988 -2.54947 -2.47570  0.108
H 4.58952 -4.54886 -1.16419  0.074
H 3.21064 -4.30376 -0.10005  0.075
H 4.82683 -4.45817 0.59505  0.074
H 4.27308 -2.23893 1.76191  0.117
H 4.89647 -0.12095 2.79936  0.067
H 3.39311 0.64521 2.26629  -0.024
H 4.94360 1.38174 1.86203  0.078
H 3.80791 4.61265 2.14126  0.082
H 2.42747 3.51601 2.16727  0.062
H 2.36364 5.03104 3.08480  0.064
H 0.79097 6.47554 2.11235  0.115
H -1.19465 7.56745 1.05795  0.068
H -1.20346 7.88071 -0.68338  0.072
H -0.15806 8.82891 0.38226  0.072
H 0.48011 6.90876 -2.12374  0.112
H 1.89141 5.71215 -3.58672  0.073
H 1.92341 4.04274 -3.00646  0.087
H 3.39794 5.00706 -2.95976  0.078
H 0.28913 3.79836 3.43025  0.077
H 1.03640 4.19469 4.99147  0.072
H -0.69838 3.82459 4.88760  0.079
H 2.57952 2.44169 5.41992  0.111
H 4.09541 0.74747 6.11696  0.070
H 4.04449 -0.58929 4.96138  0.063
H 3.40573 -0.81524 6.58968  0.073
H 1.43734 -1.64791 4.98317  0.118
H -0.74905 -2.24771 4.32059  0.079
H -1.04784 -1.26498 2.88191  0.063
H -2.05144 -1.03679 4.31040  0.079
S 0.15120 -5.54941 -8.36414  0.444
C 0.19772 -4.51852 -7.08080  -1.522
S -0.77474 -3.09166 -6.96113  0.886
C -0.27110 -2.58173 -5.36290  -1.143
C 0.69519 -3.34869 -4.78686  -1.131
S 1.43924 -2.96542 -3.29233  0.569
S 1.21690 -4.74802 -5.70206  0.875
S -0.96793 -1.20328 -4.62606  0.614
F -2.13488 0.89803 -2.13655  0.086
B -2.10604 -0.40666 -1.78382  -1.436
F -3.17027 -1.11832 -2.27770  0.048
C -3.63931 -5.89811 -5.29181  -0.109
C -3.88562 -4.57591 -4.94781  -0.095
C -3.14255 -3.96723 -3.94613  -0.142
C -2.14828 -4.66209 -3.25546  -0.307
C -1.93401 -5.99637 -3.59553  -0.106
C -2.66115 -6.60577 -4.61077  -0.097
Ge -1.25757 -3.74031 -1.70764  0.905
C -0.02731 -5.15841 -0.96018  -0.285
C 0.84812 -5.87625 -1.77770  -0.171
C 1.69715 -6.84709 -1.26416  -0.104
C 1.69996 -7.12334 0.09479  -0.123
C 0.84165 -6.42156 0.92763  -0.106
C -0.00835 -5.45599 0.40329  -0.102
C -2.77802 -3.99255 -0.39813  -0.279
C -2.69745 -3.56829 0.93196  -0.189
C -3.72501 -3.79218 1.83779  -0.100
C -4.87167 -4.46006 1.43377  -0.118
C -4.96719 -4.90806 0.12554  -0.102
C -3.93308 -4.67797 -0.77391  -0.093
H -4.20172 -6.37127 -6.08805  0.091
H -4.65093 -4.01122 -5.46819  0.098
H -3.34456 -2.93342 -3.69213  0.080
H -1.19612 -6.57416 -3.05130  0.084
H -2.46152 -7.63891 -4.87255  0.094
H 0.87363 -5.67617 -2.83971  0.046
H 2.36788 -7.38080 -1.92861  0.097
H 2.36482 -7.87664 0.50185  0.089
H 0.82988 -6.62461 1.99294  0.092
H -0.67186 -4.92861 1.07415  0.075
H -1.81672 -3.04281 1.26957  0.039
H -3.62829 -3.44195 2.85998  0.094
H -5.68038 -4.63247 2.13515  0.088
H -5.85459 -5.44060 -0.19928  0.091
H -4.02867 -5.03803 -1.79102  0.084

## Properties
LUMO level (spin up / spin down) (eV): 3.8 / 3.0
Total charge: -2
Kohn-Sham gap (spin up / spin down) (eV): 5.02 / 5.75
2S+1: 5

ii | The following is a DFT calculation (wB97M-V/def2-TZVPD) of a molecular structure, C69H65BF2Ge3RuS9.

Last column: Löwdin charge in e.
Geometry (Å):
Ru 0.24620 0.54067 0.83395  0.283
C -1.65397 -9.08751 1.25225  -0.058
C -0.75240 -8.05411 1.87629  -0.272
C 0.62142 -8.24649 1.91620  -0.017
C 1.47375 -7.28248 2.43790  -0.229
C 2.96439 -7.47894 2.37632  -0.022
C 0.93347 -6.09599 2.94122  -0.170
C -0.45173 -5.89150 2.93700  -0.208
C -1.05757 -4.63638 3.50428  -0.024
C -1.27084 -6.87617 2.39512  -0.014
C 1.84988 -5.09352 3.56169  -0.209
C 2.21222 -5.34218 4.88787  -0.049
C 3.04502 -4.48000 5.58140  -0.072
C 3.53084 -3.35124 4.94280  -0.038
C 3.19417 -3.09097 3.61888  -0.226
C 2.34946 -3.95304 2.91382  -0.178
Ge 1.89547 -3.38257 1.06085  0.059
S 0.33536 -1.87637 1.13311  0.177
S 3.68912 -3.00004 -0.28002  0.282
Ge 2.25887 -3.83659 -1.82850  0.538
S 1.89623 0.64570 -0.86663  0.567
S 1.21933 -5.12715 -0.26307  0.231
C 3.24025 -4.78686 -3.31386  -0.229
C 3.56385 -3.92577 -4.38131  -0.249
C 3.92116 -4.44037 -5.62347  -0.036
C 3.95710 -5.80909 -5.83080  -0.075
C 3.66465 -6.66078 -4.78139  -0.044
C 3.30006 -6.16915 -3.52499  -0.220
C 3.08188 -7.22151 -2.48463  -0.152
C 1.90881 -7.97686 -2.47089  -0.223
C 0.69927 -7.55781 -3.26681  -0.030
C 1.84335 -9.11144 -1.66679  -0.014
C 2.90966 -9.50311 -0.87399  -0.282
C 2.86376 -10.78925 -0.08856  -0.064
C 4.03536 -8.68695 -0.83542  -0.023
C 4.13604 -7.54752 -1.62146  -0.202
C 5.36178 -6.67561 -1.54800  -0.023
C 3.59909 -2.43885 -4.21949  -0.170
C 2.57444 -1.64135 -4.73916  -0.213
C 1.32390 -2.23848 -5.33691  -0.026
C 2.69716 -0.25606 -4.68215  -0.015
C 3.79314 0.35464 -4.09254  -0.266
C 3.87155 1.85245 -3.97660  -0.045
C 4.79583 -0.45609 -3.57023  -0.003
C 4.72764 -1.83987 -3.63665  -0.212
C 5.85585 -2.67135 -3.07987  -0.043
C 3.78896 -1.89611 2.94479  -0.180
C 5.05835 -1.97831 2.36610  -0.278
C 5.91630 -3.21944 2.45113  -0.048
C 5.56148 -0.86931 1.68709  -0.046
C 4.84320 0.31048 1.59159  -0.266
C 5.33514 1.47037 0.76638  -0.048
C 3.62415 0.39946 2.25799  -0.050
C 3.07975 -0.68313 2.92943  -0.210
C 1.74951 -0.55313 3.62137  -0.109
H -1.21246 -10.08348 1.31456  0.068
H -1.81960 -8.86215 0.19541  0.077
H -2.62857 -9.11014 1.74174  0.070
H 1.04597 -9.15783 1.50753  0.099
H 3.20922 -8.52642 2.20887  0.062
H 3.46027 -7.14331 3.28695  0.075
H 3.37407 -6.89699 1.54444  0.081
H -0.57142 -4.34687 4.43751  0.084
H -2.12334 -4.77228 3.69064  0.076
H -0.94523 -3.79751 2.81296  0.043
H -2.34353 -6.71066 2.37631  0.115
H 1.80996 -6.22355 5.37538  0.119
H 3.31615 -4.68821 6.60978  0.096
H 4.19556 -2.66469 5.45550  0.122
H 4.16723 -3.75224 -6.42428  0.120
H 4.21766 -6.20958 -6.80352  0.096
H 3.71192 -7.73514 -4.92303  0.119
H 0.97533 -7.06020 -4.19521  0.073
H 0.10913 -6.84999 -2.67666  0.073
H 0.06591 -8.41477 -3.49896  0.074
H 0.93567 -9.70765 -1.67471  0.113
H 1.84890 -11.18503 -0.03938  0.068
H 3.22753 -10.65062 0.93065  0.065
H 3.49454 -11.54784 -0.55926  0.075
H 4.86280 -8.95292 -0.18401  0.116
H 6.11304 -7.11955 -0.89443  0.074
H 5.10014 -5.68961 -1.15269  0.061
H 5.80087 -6.52107 -2.53569  0.083
H 1.19881 -3.28254 -5.05319  0.073
H 1.34657 -2.18686 -6.42918  0.082
H 0.45107 -1.68361 -4.99305  0.081
H 1.89883 0.36017 -5.08215  0.125
H 3.23671 2.34055 -4.71638  0.075
H 4.89757 2.20479 -4.09899  0.073
H 3.51729 2.16342 -2.99137  0.059
H 5.65487 0.00734 -3.09443  0.118
H 6.76077 -2.07040 -2.98273  0.076
H 6.07209 -3.53403 -3.71184  0.078
H 5.60054 -3.04822 -2.08608  0.020
H 5.47555 -3.98363 3.08828  0.069
H 6.89993 -2.96303 2.85313  0.077
H 6.06039 -3.65337 1.46068  0.057
H 6.53277 -0.94744 1.20672  0.113
H 6.33968 1.28587 0.38447  0.066
H 5.34312 2.39607 1.34523  0.078
H 4.66868 1.62212 -0.08530  0.051
H 3.07552 1.33826 2.23678  0.007
H 1.44441 0.49194 3.66650  0.025
H 1.78818 -0.95505 4.63502  0.088
H 0.97399 -1.10254 3.07664  -0.066
S -1.45442 4.15061 7.02581  0.419
C -1.04428 3.35492 5.63046  -1.530
S -1.86957 1.96287 5.04341  0.882
C -0.91573 1.69160 3.60330  -1.125
C 0.08396 2.57185 3.38374  -1.131
S 1.13271 2.55067 2.01535  0.564
S 0.25765 3.81433 4.60518  0.893
S -1.32281 0.38013 2.54734  0.508
F 0.02636 0.55014 -2.92313  0.115
B 0.72588 -0.11284 -1.97522  -1.302
F 0.47825 -1.43837 -2.06222  0.046
C 0.63666 4.83740 -3.78166  -0.122
C -0.51871 4.12486 -4.07364  -0.104
C -1.08697 3.29008 -3.11764  -0.106
C -0.51739 3.14606 -1.85463  -0.325
C 0.65038 3.86124 -1.58209  -0.150
C 1.22112 4.70205 -2.52876  -0.103
Ge -1.33746 2.02708 -0.41559  0.900
C -2.96881 1.32427 -1.32971  -0.292
C -4.10425 2.12524 -1.46802  -0.112
C -5.18866 1.71300 -2.23377  -0.108
C -5.15898 0.48434 -2.88048  -0.121
C -4.04607 -0.33383 -2.73918  -0.098
C -2.96893 0.08224 -1.96636  -0.104
C -2.17101 3.52592 0.64798  -0.298
C -2.99768 3.27514 1.74604  -0.148
C -3.58708 4.30347 2.47156  -0.097
C -3.38893 5.62417 2.09513  -0.113
C -2.61264 5.89804 0.97901  -0.103
C -2.01178 4.86253 0.27122  -0.103
H 1.07940 5.48792 -4.52759  0.085
H -0.97712 4.21329 -5.05269  0.089
H -1.98567 2.73583 -3.36595  0.095
H 1.11958 3.75870 -0.60990  0.057
H 2.12368 5.25197 -2.28645  0.094
H -4.14012 3.09079 -0.97584  0.093
H -6.05705 2.35526 -2.33061  0.090
H -5.99850 0.16489 -3.48747  0.086
H -4.01684 -1.29642 -3.23697  0.094
H -2.11445 -0.57688 -1.85954  0.089
H -3.20029 2.25265 2.03176  0.058
H -4.19832 4.07315 3.33685  0.097
H -3.84120 6.42954 2.66229  0.089
H -2.47235 6.92312 0.65353  0.090
H -1.40678 5.10804 -0.59229  0.084

## Properties
LUMO level (spin up / spin down) (eV): 3.5 / 2.9
Total charge: -2
Kohn-Sham gap (spin up / spin down) (eV): 5.16 / 5.52
2S+1: 5

Short version: ii is the most stable of them.

i | The following is a DFT calculation (wB97M-V/def2-TZVPD) of a molecular structure, FNO4S.

Last column: Löwdin charge in e.
Geometry (Å):
N 1.45707 -0.19865 -0.10543  -0.309
O 0.96439 -1.15172 -0.57025  0.183
O 2.07403 0.13915 0.80468  0.222
O -1.26980 -0.45081 0.61308  -0.441
O -3.35927 -0.16518 -0.58229  -0.432
F 1.22125 1.09200 -1.09847  -0.140
S -2.38652 0.38726 0.36922  0.917

## Properties
LUMO level (eV): -1.5
Total charge: 0
Kohn-Sham gap (eV): 10.82

ii | The following is a DFT calculation (wB97M-V/def2-TZVPD) of 2 unconnected molecules or ions with the total composition FNO4S.

Last column: Löwdin charge in e.
Geometry (Å):
N -0.02677 0.49237 -1.22675  -0.387
O -0.98205 -0.13057 -1.27627  0.211
O 0.98190 0.62472 -1.74432  0.217
O -1.06917 -0.86293 1.93670  -0.409
O 0.93301 -0.86519 0.55517  -0.438
F -0.19496 1.63201 -0.12121  -0.119
S 0.35804 -0.89041 1.87667  0.924

## Properties
LUMO level (eV): -1.4
Total charge: 0
Kohn-Sham gap (eV): 10.89

Short version: ii is the most stable of them.

i | The following is a DFT calculation (wB97M-V/def2-TZVPD) of 2 unconnected molecules or ions with the total composition C2H3F3O.

Last column: Löwdin charge in e.
Geometry (Å):
C -0.18512 0.24988 0.28190  0.041
C -1.47406 0.62136 -0.24586  -0.422
O -2.70894 -0.99048 0.28784  -0.129
F -1.96392 1.59892 0.38013  0.222
F -1.69514 0.63643 -1.55056  0.171
F -3.79975 -0.45879 0.95238  -0.172
H 0.63970 0.26748 -0.37527  0.093
H -0.21780 -0.72598 0.68858  0.092
H -0.02227 0.97818 1.05113  0.104

## Properties
LUMO level (eV): 0.0
Total charge: 0
Kohn-Sham gap (eV): 9.85

ii | The following is a DFT calculation (wB97M-V/def2-TZVPD) of a single C2H3F3O molecule.

Last column: Löwdin charge in e.
Geometry (Å):
C -1.08961 -0.05343 -0.01484  0.051
C 0.37264 0.21172 0.00528  -0.696
O 1.05737 -1.02631 -0.03645  0.061
F 0.75630 0.96873 -1.12272  0.062
F 0.68635 0.91755 0.99512  0.208
F 2.44550 -0.88001 -0.02148  -0.005
H -1.51679 0.89773 0.17291  0.085
H -1.27256 -0.63621 0.97011  0.146
H -1.43921 -0.39976 -0.94794  0.087

## Properties
LUMO level (eV): 0.9
Structure (SMILES): CC(F)(F)OF
Total charge: 0
Kohn-Sham gap (eV): 12.99

Short version: ii is the most stable of them.

i | The following is a DFT calculation (wB97M-V/def2-TZVPD) of 2 unconnected molecules or ions with the total composition C2H8NO.

Last column: Löwdin charge in e.
Geometry (Å):
N -0.97062 1.60562 -0.98448  0.041
H -1.72024 1.91311 -1.60661  0.043
H -0.07413 1.70757 -1.52067  0.022
H -1.02546 2.22311 -0.15321  0.058
H -1.30509 0.68099 -0.61976  0.034
O -0.97592 -0.46798 0.53968  -0.107
C -0.06353 -1.25025 0.80755  -0.330
C 1.39532 -1.01774 0.63825  -0.084
H -0.42278 -2.22915 1.06890  0.100
H 1.69526 -2.06962 0.80222  0.076
H 1.85702 -0.38589 1.41316  0.089
H 1.61015 -0.70975 -0.38503  0.058

## Properties
LUMO level (spin up / spin down) (eV): 0.3 / 0.8
Total charge: 0
Kohn-Sham gap (spin up / spin down) (eV): 3.80 / 11.08
2S+1: 2

ii | The following is a DFT calculation (wB97M-V/def2-TZVPD) of 2 unconnected molecules or ions with the total composition C2H8NO.

Last column: Löwdin charge in e.
Geometry (Å):
O -0.00112 -2.02704 -1.27095  -0.060
H 0.70315 -2.48203 -1.75198  0.043
H -0.79544 -2.35824 -1.70746  0.043
H -1.55815 0.77772 1.13567  0.065
C -0.92647 0.01573 0.65833  -0.159
C 0.46066 0.54320 0.62812  -0.280
N 0.60741 1.89479 0.36364  0.013
H -1.32211 -0.06970 -0.36336  0.056
H -1.02710 -0.91496 1.20291  0.064
H 1.34934 -0.06326 0.57730  0.076
H -0.22174 2.45751 0.29338  0.071
H 1.49925 2.33869 0.28422  0.069

## Properties
LUMO level (spin up / spin down) (eV): 0.9 / 0.8
Total charge: 0
Kohn-Sham gap (spin up / spin down) (eV): 6.22 / 10.98
2S+1: 2

Short version: ii is the most stable of them.